1.
C20H31N5O in the gas phase, computed with the ωB97M-V functional and the def2-TZVPD basis.

Cartesian coordinates (Å):
C 5.97940 -2.29808 6.22312
C 4.54396 -2.08458 6.69108
C 3.50611 -2.44689 5.63087
C 3.55202 -1.53423 4.40849
C 2.37077 -1.79187 3.47968
O 1.46472 -2.54709 3.75117
N 2.46254 -1.06500 2.33036
C 1.59522 -1.00919 1.22792
C 0.41533 -1.76517 1.17796
C -0.42715 -1.70772 0.08767
C -0.07357 -0.87569 -0.96162
C 1.11448 -0.10768 -0.92055
C 1.95539 -0.17323 0.18072
N 1.22463 0.61829 -2.07720
C 0.16997 0.31971 -2.78519
C -0.12797 0.89897 -4.12073
C -0.91480 2.21905 -4.01454
N -2.15973 2.03493 -3.28062
C -3.31435 2.64143 -3.91760
C -4.57831 2.25416 -3.15611
N -4.49165 2.72304 -1.78775
C -5.70943 2.47162 -1.05121
C -3.33531 2.12907 -1.14457
C -2.07217 2.50645 -1.90862
N -0.65836 -0.57780 -2.16785
C -1.89638 -1.09950 -2.67397
H 6.11723 -3.31973 5.87574
H 6.23361 -1.62055 5.41167
H 6.67393 -2.11831 7.04075
H 4.41040 -1.04168 6.98906
H 4.36576 -2.70374 7.57285
H 3.65346 -3.47936 5.30898
H 2.50686 -2.38354 6.06539
H 4.47708 -1.68689 3.84886
H 3.51421 -0.48781 4.72583
H 3.27402 -0.46957 2.23578
H 0.17430 -2.40170 2.01178
H -1.32882 -2.30132 0.06601
H 2.86196 0.41187 0.20974
H -0.69880 0.18477 -4.71487
H 0.81886 1.10469 -4.62067
H -1.13340 2.56455 -5.02846
H -0.27873 2.97147 -3.53197
H -3.38527 2.27512 -4.94496
H -3.23714 3.74198 -3.93710
H -5.44490 2.72050 -3.63107
H -4.70606 1.15594 -3.19973
H -5.60725 2.87950 -0.04675
H -6.53712 2.97457 -1.54939
H -5.94686 1.39832 -0.97186
H -3.26779 2.51233 -0.12382
H -3.42101 1.02852 -1.09711
H -1.20343 2.05296 -1.42929
H -1.95552 3.60376 -1.87634
H -2.46832 -1.51832 -1.84754
H -1.71592 -1.88984 -3.40914
H -2.46363 -0.28993 -3.13519

Cartesian forces (eV/Å) of the 2 atoms listed first:
C -0.17 0.10 0.17
C 0.04 -0.17 -0.19

For the LUMO energy, the calculation gives 0.8 eV. The value obtained for the highest occupied orbital energy is -7.774 eV. For the energy relative to the best compared isomer or geometry (same formula, charge and spin), the calculation gives 0.95 kcal/mol. The structure (SMILES) is CCCCC(=O)Nc1ccc2c(c1)nc(CCN1CCN(C)CC1)n2C.

Atom charges from the natural (NBO) analysis, given in e for atoms 1 to 6:
1. C -0.61
2. C -0.39
3. C -0.39
4. C -0.50
5. C 0.69
6. O -0.61


2.
A molecular structure, C20H31NO2 at a distorted geometry, computed with the ωB97M-V functional and the def2-TZVPD basis.

Cartesian coordinates (Å):
C 4.64202 3.16219 -1.89897
C 4.86463 2.18640 -1.09719
C 4.16317 2.25516 0.20153
C 3.16076 0.92391 0.26315
C 1.81350 0.85222 -0.27049
C 0.91942 -0.18202 -0.04813
C 1.37791 -1.44329 0.49406
C 2.79461 -1.38131 0.61725
C 3.55758 -0.24564 0.61848
H 4.68068 -0.36997 1.01878
O 3.16925 -2.44025 1.16334
C 4.45110 -2.69553 1.47134
H 4.68003 -4.02280 1.73464
H 4.79460 -2.08070 2.48506
H 5.25904 -2.57339 0.64781
O 0.68423 -2.50626 0.53584
C -0.54836 -2.64258 0.01201
C -0.72638 -2.59470 -1.48664
H -0.21332 -3.40522 -1.96475
C -2.15148 -2.29234 -1.94397
H -2.24966 -2.73449 -3.16894
H -2.92409 -2.81989 -1.28062
C -2.55507 -0.75523 -2.06005
N -2.62062 -0.15272 -0.65008
C -2.52401 1.41470 -1.20275
C -2.27087 1.92722 0.39457
C -3.49625 1.33823 1.32956
C -3.28870 2.28817 2.68822
H -4.23558 1.81623 3.47869
H -3.24430 3.17255 2.73312
H -2.39309 1.87742 3.12218
C -3.61045 -0.02682 1.26470
C -3.66863 -0.54752 0.00857
H -3.75596 -1.80435 0.02932
H -4.67744 -0.31009 -0.47096
H -2.63007 -0.18314 1.89912
H -4.40766 -0.31285 1.81792
H -4.44394 1.92104 1.16844
H -1.43085 1.61968 0.86471
H -2.42735 3.11621 0.37189
H -1.59671 1.43500 -1.44181
H -3.58287 1.69538 -1.20187
H -1.93729 -0.38046 -2.72676
H -3.59125 -0.94753 -2.57238
H -0.14715 -1.71508 -2.07325
H -0.97344 -1.67494 0.32400
H -0.93384 -3.49420 0.43970
H 0.08243 -0.15080 -0.38271
H 1.40757 2.06288 -0.56036
H 3.28739 3.14221 0.40484
H 4.77214 2.15914 0.98215
H 5.35824 1.37818 -1.35165
H 5.29759 3.19972 -3.02641
H 4.03878 3.94230 -1.70429

Cartesian forces (eV/Å) of the 2 atoms listed first:
C 4.39 -0.48 -6.61
C -3.00 3.23 2.50

For the LUMO energy, the calculation gives 0.8 eV. The value obtained for the highest occupied orbital energy is -7.304 eV. For the energy relative to the best compared isomer or geometry (same formula, charge and spin), the calculation gives 432.27 kcal/mol.

Atom charges from the natural (NBO) analysis, given in e for atoms 1 to 6:
1. C -0.33
2. C -0.21
3. C -0.39
4. C -0.01
5. C -0.21
6. C -0.28